Record 1
A 2-piece molecular cluster, C3H6O2 overall at a distorted geometry. Source: the Open Molecules 2025 dataset; level of theory: the ωB97M-V functional and the def2-TZVPD basis.

## Properties
HOMO level: -0.36221 hartree
SMILES string: CC=O.C=O
Kohn-Sham gap: 0.3815 hartree
E: -268.3130 a.u.

```
! RIJCOSX wB97M-V def2-TZVPD def2/J DEFGRID3
* xyz 0 1
C -0.6783 0.1708 1.5433
C -0.6177 1.6074 1.0280
O -0.8414 2.5965 1.7100
H -1.6147 0.0466 2.0761
H -0.5200 -0.5346 0.7021
H 0.1693 -0.0260 2.1853
H -0.2974 1.7636 -0.0188
C 1.0957 -1.3285 -2.3500
O -0.0772 -1.4990 -2.2274
H 1.9051 -0.9946 -1.4332
H 1.4765 -1.8020 -3.2154
*
```

Record 2
C4H10O3 as an isolated structure at a distorted geometry. Source: the Open Molecules 2025 dataset; level of theory: the ωB97M-V functional and the def2-TZVPD basis.

## Properties
HOMO level: -0.29305 hartree
Kohn-Sham gap: 0.3036 hartree
E: -383.9614 a.u.

```
! RIJCOSX wB97M-V def2-TZVPD def2/J DEFGRID3
* xyz 0 1
C -0.6336 1.1120 -0.3415
C 0.3317 -0.8028 1.3052
C 0.0958 0.5763 1.4655
C 0.4770 -1.8690 -1.3188
O -0.4609 -1.4902 -0.3542
O 0.3632 1.7377 -0.9965
O -1.7520 1.8261 -0.1311
H -1.5776 2.7676 0.0385
H 0.4368 2.6795 -0.7675
H -0.7847 -0.0570 -0.6150
H 1.3346 -1.1205 1.0386
H -0.2715 -1.4972 1.8764
H 0.9579 1.2333 1.5158
H -0.7486 0.8612 2.0843
H 1.3547 -2.3772 -0.8837
H 0.0182 -2.5738 -2.0238
H 0.8588 -1.0060 -1.8922
*
```

Record 3
The molecule C4H5N3O at a distorted geometry. Source: the Open Molecules 2025 dataset; level of theory: the ωB97M-V functional and the def2-TZVPD basis.

## Properties
HOMO level: -0.32668 hartree
SMILES string: C#C/C(=N/N)NC=O
Kohn-Sham gap: 0.3403 hartree
E: -394.7710 a.u.

```
! RIJCOSX wB97M-V def2-TZVPD def2/J DEFGRID3
* xyz 0 1
C 0.6372 -0.9038 -2.4071
C 0.8934 -0.3804 -1.3046
C 0.6146 0.2568 -0.1149
N 1.5633 0.9994 0.2984
N 1.4208 1.7992 1.3990
N -0.7589 0.1786 0.4516
C -1.5377 -0.9902 0.1300
O -2.6129 -1.1706 0.7292
H 0.3059 -1.6263 -3.2001
H 2.5648 1.9795 1.6120
H 0.8742 1.1874 2.1045
H -1.1162 0.8613 1.1737
H -0.9469 -1.7722 -0.3870
*
```

Record 4
C33H29BCl2F4IrNO2P2Te as an isolated structure at a distorted geometry. Source: the Open Molecules 2025 dataset; level of theory: the ωB97M-V functional and the def2-TZVPD basis.

## Properties
HOMO level (spin up / spin down): -0.37374 / -0.37040 hartree
Kohn-Sham gap (spin up / spin down): 0.1670 / 0.1651 hartree
E: -3879.6615 a.u.

```
! RIJCOSX wB97M-V def2-TZVPD def2/J DEFGRID3
* xyz 1 2
Ir -1.6399 0.1439 -1.6973
Cl -2.1887 0.9611 -4.1654
C -1.6166 -0.5545 -4.8728
Cl -0.5334 -1.3242 -3.7032
H -1.0743 -0.3368 -5.7892
H -2.4653 -1.2161 -5.0403
Te 0.9272 -2.2702 -1.0376
C 2.9649 -2.1356 -0.4422
C 3.3702 -1.3906 0.6593
C 4.7132 -1.3636 0.9892
N 5.6214 -2.0250 0.3025
C 5.2571 -2.7229 -0.7522
C 3.9365 -2.8214 -1.1632
C 0.4880 -0.4713 0.0089
P -1.2005 -0.5629 0.6744
C -1.1881 -2.0284 1.7565
C -0.0155 -2.6419 2.1939
C -0.0808 -3.6522 3.1386
C -1.3070 -4.0648 3.6357
C -2.4776 -3.4800 3.1766
C -2.4192 -2.4628 2.2408
C -1.2306 0.7818 1.9082
C -1.9602 1.9342 1.6411
C -2.0104 2.9547 2.5735
C -1.3381 2.8227 3.7767
C -0.6026 1.6793 4.0416
C -0.5457 0.6561 3.1136
P 0.5661 0.9483 -1.1416
C 0.6765 2.4315 -0.1013
C 1.2760 2.4485 1.1536
C 1.3583 3.6412 1.8488
C 0.8273 4.8043 1.3087
C 0.2059 4.7839 0.0697
C 0.1418 3.5991 -0.6398
C 2.2501 0.7909 -1.8415
C 3.3548 1.1296 -1.0656
C 4.6322 0.9354 -1.5613
C 4.8160 0.4036 -2.8277
C 3.7194 0.0958 -3.6158
C 2.4388 0.3073 -3.1337
H 2.6446 -0.8515 1.2523
H 5.0679 -0.8092 1.8462
H 6.0492 -3.2398 -1.2754
H 3.6713 -3.4278 -2.0156
H 0.9533 -2.3061 1.8393
H 0.8316 -4.1075 3.4950
H -1.3499 -4.8467 4.3776
H -3.4328 -3.8140 3.5529
H -3.3259 -2.0001 1.8753
H -2.4817 2.0231 0.6969
H -2.5773 3.8489 2.3666
H -1.3849 3.6104 4.5113
H -0.0801 1.5788 4.9808
H 0.0235 -0.2379 3.3257
H 1.6518 1.5302 1.5853
H 1.8429 3.6640 2.8149
H 0.9005 5.7288 1.8596
H -0.2234 5.6852 -0.3422
H -0.3256 3.5586 -1.6165
H 3.2204 1.5541 -0.0819
H 5.4900 1.1968 -0.9591
H 5.8130 0.2452 -3.2097
H 3.8581 -0.3005 -4.6113
H 1.5848 0.1202 -3.7676
C -6.7212 0.8471 -1.3183
O -5.8222 -0.0152 -0.5383
C -4.5812 0.1315 -0.5408
O -3.7976 0.9099 -1.0482
H -7.2417 0.2170 -2.0338
H -6.1510 1.6271 -1.8186
H -7.4239 1.2800 -0.6106
F -2.6833 -3.5410 -3.2140
B -2.9185 -2.8898 -2.0568
F -3.8093 -3.4338 -1.2198
F -3.2747 -1.5390 -2.3664
F -1.6441 -2.7252 -1.3549
*
```

Record 5
An isolated ion of composition CH3ClNO3S and charge -1 at a distorted geometry. Source: the Open Molecules 2025 dataset; level of theory: the ωB97M-V functional and the def2-TZVPD basis.

## Properties
HOMO level: -0.17607 hartree
SMILES string: CN1OS1(=O)([O-])Cl
Kohn-Sham gap: 0.3208 hartree
E: -1178.6949 a.u.

```
! RIJCOSX wB97M-V def2-TZVPD def2/J DEFGRID3
* xyz -1 1
C -1.4021 -0.1551 0.0271
N -0.3531 0.5419 0.7423
O 0.1444 1.6130 -0.0215
S 1.2386 0.2716 -0.0821
O 1.1587 -0.1024 -1.4508
O 2.4171 0.8507 0.4026
Cl 1.6824 -1.8639 0.5454
H -2.2118 0.5349 -0.0944
H -0.8794 -0.6399 -0.7701
H -1.7948 -1.0508 0.7014
*
```

Record 6
The molecule C4H4ClF at a distorted geometry. Source: the Open Molecules 2025 dataset; level of theory: the ωB97M-V functional and the def2-TZVPD basis.

## Properties
HOMO level: -0.38255 hartree
SMILES string: FCC#CCCl
Kohn-Sham gap: 0.4059 hartree
E: -714.7804 a.u.

```
! RIJCOSX wB97M-V def2-TZVPD def2/J DEFGRID3
* xyz 0 1
F -0.7329 1.1154 2.5266
C -0.7498 1.5206 1.1318
C -0.3207 0.4687 0.2663
C -0.0622 -0.3677 -0.5492
C 0.6193 -1.4088 -1.1575
Cl 2.4072 -1.5558 -0.9604
H -1.7654 1.6381 0.7385
H -0.1360 2.4154 1.0263
H 0.2277 -2.3501 -0.7327
H 0.5128 -1.4758 -2.2898
*
```

Record 7
C14H25F6InN6O5P2STe as an isolated structure at a distorted geometry. Source: the Open Molecules 2025 dataset; level of theory: the ωB97M-V functional and the def2-TZVPD basis.

## Properties
HOMO level (spin up / spin down): -0.37767 / -0.37767 hartree
Kohn-Sham gap (spin up / spin down): 0.2576 / 0.1624 hartree
E: -3391.5464 a.u.

```
! RIJCOSX wB97M-V def2-TZVPD def2/J DEFGRID3
* xyz 1 2
In -6.7107 -16.6773 -4.1717
C -7.7333 -21.1567 -3.3466
C -7.6728 -19.6975 -3.7659
N -6.5835 -18.8957 -3.5989
N -5.4845 -19.5945 -3.1787
C -4.5095 -18.8441 -2.7243
N -3.4118 -19.5831 -2.3558
S -4.5304 -17.1254 -2.6123
C -8.8330 -19.1624 -4.3720
C -9.9971 -19.9965 -4.5723
C -11.1204 -19.4581 -5.1031
C -11.0556 -18.0991 -5.4667
C -9.9075 -17.3659 -5.2759
N -8.8119 -17.8584 -4.8069
H -6.7531 -21.3936 -2.8895
H -8.5414 -21.3048 -2.6374
H -7.8645 -21.7830 -4.2247
H -3.6344 -20.6009 -2.2227
H -2.7475 -19.1501 -1.6664
H -9.9902 -21.0641 -4.3248
H -12.0518 -20.0282 -5.3001
H -11.8749 -17.5777 -5.9161
H -9.8867 -16.3524 -5.5909
C -8.3192 -14.5280 0.5830
O -8.4428 -15.5909 -0.3717
C -7.7944 -15.4528 -1.5308
O -8.0316 -16.3330 -2.4186
N -6.9014 -14.4770 -1.6852
N -6.1404 -14.4318 -2.9121
H -8.8212 -14.8637 1.5033
H -8.7823 -13.6129 0.2357
H -7.2532 -14.3580 0.8649
H -6.6529 -13.8388 -0.9139
H -5.1480 -14.3919 -2.6454
H -6.4091 -13.5998 -3.4227
F -5.6400 -17.8161 -5.9390
P -4.2684 -17.1698 -6.6775
F -2.9562 -16.4316 -7.3818
F -3.3198 -18.0325 -5.7598
F -4.3458 -16.0386 -5.4270
F -5.2620 -16.1661 -7.5074
F -4.3268 -18.2686 -7.8384
C -4.2735 -13.3950 -7.6849
C -5.1460 -12.6095 -6.7213
O -6.0133 -13.5033 -5.9676
P -7.5608 -13.8798 -6.1648
O -7.7879 -15.0724 -5.2739
Te -8.1685 -13.9527 -8.4511
O -8.4230 -12.7019 -5.4268
C -8.4500 -11.3091 -5.8307
C -7.8915 -10.4372 -4.7138
H -3.6804 -12.6887 -8.2862
H -4.8686 -14.0258 -8.3467
H -3.5634 -14.0647 -7.1661
H -5.7447 -11.9215 -7.3337
H -4.5993 -12.0818 -5.9073
H -9.5235 -11.0767 -5.9807
H -7.8877 -11.2147 -6.7529
H -8.2192 -10.8356 -3.7303
H -8.2230 -9.3934 -4.7932
H -6.7994 -10.4423 -4.7336
*
```

Record 8
C2HAgO2 as an isolated structure at a distorted geometry. Source: the Open Molecules 2025 dataset; level of theory: the ωB97M-V functional and the def2-TZVPD basis.

## Properties
HOMO level (spin up / spin down): -0.24273 / -0.24233 hartree
Kohn-Sham gap (spin up / spin down): 0.1873 / 0.1870 hartree
E: -374.0924 a.u.

```
! RIJCOSX wB97M-V def2-TZVPD def2/J DEFGRID3
* xyz 0 1
O 1.0029 -0.3410 2.1552
C 1.0830 -0.3536 0.9935
C -0.8433 0.1960 -0.3424
O -0.6896 0.6809 -1.4736
H -1.6699 0.6779 0.2690
Ag 1.1170 -0.8602 -1.6018
*
```

Q: The highest E belongs to which entry?
A: C3H6O2

Please write out number 5 again, unchanged.
An isolated ion of composition CH3ClNO3S and charge -1 at a distorted geometry. Source: the Open Molecules 2025 dataset; level of theory: the ωB97M-V functional and the def2-TZVPD basis.

## Properties
HOMO level: -0.17607 hartree
SMILES string: CN1OS1(=O)([O-])Cl
Kohn-Sham gap: 0.3208 hartree
E: -1178.6949 a.u.

```
! RIJCOSX wB97M-V def2-TZVPD def2/J DEFGRID3
* xyz -1 1
C -1.4021 -0.1551 0.0271
N -0.3531 0.5419 0.7423
O 0.1444 1.6130 -0.0215
S 1.2386 0.2716 -0.0821
O 1.1587 -0.1024 -1.4508
O 2.4171 0.8507 0.4026
Cl 1.6824 -1.8639 0.5454
H -2.2118 0.5349 -0.0944
H -0.8794 -0.6399 -0.7701
H -1.7948 -1.0508 0.7014
*
```